No. 1
Molecular formula: C32H37N3O4
Method: DFT, ωB97M-V/def2-TZVPD

Last column: Löwdin charge in e.
Positions of all 76 atoms, in Å:
C: -8.23286 -1.02243 1.64757  -0.067
C: -7.71700 -1.76911 0.40804  -0.576
C: -8.29807 -3.18511 0.40934  -0.081
C: -8.23559 -1.02257 -0.83021  -0.066
C: -6.17409 -1.76216 0.40627  -0.217
C: -5.37426 -2.92192 0.39885  -0.078
C: -3.99508 -2.85088 0.40367  -0.046
C: -3.28457 -1.58046 0.52373  -0.500
O: -2.04874 -1.49705 0.75302  -0.162
C: -4.14669 -0.41032 0.41459  -0.057
C: -5.51700 -0.51927 0.40667  -0.095
H: -7.88783 0.01712 1.65610  0.071
H: -9.33005 -1.01990 1.65047  0.077
H: -7.88663 -1.51136 2.56575  0.087
H: -7.98657 -3.73925 -0.48388  0.082
H: -7.98732 -3.73709 1.30420  0.083
H: -9.39497 -3.12735 0.40896  0.079
H: -7.88975 -1.51037 -1.74907  0.087
H: -9.33273 -1.02102 -0.83169  0.077
H: -7.89145 0.01724 -0.83836  0.071
H: -5.84410 -3.91003 0.39117  0.093
H: -3.38854 -3.75492 0.37498  0.087
H: -3.66652 0.56614 0.40559  0.080
H: -6.11608 0.39516 0.40465  0.095
C: 6.07617 2.96506 -1.69879  -0.004
N: 5.09720 1.91432 -1.58369  -0.040
C: 5.11780 0.81870 -2.39593  -0.364
O: 5.90663 0.62944 -3.32137  0.094
C: 3.97093 -0.09215 -1.95270  -0.153
C: 4.46003 -1.44687 -1.42913  -0.082
C: 5.18606 -2.25241 -2.48772  -0.238
C: 6.52542 -2.61215 -2.30323  -0.041
C: 7.22052 -3.26982 -3.32073  -0.071
C: 6.55659 -3.60947 -4.50765  -0.080
C: 5.20770 -3.27387 -4.68355  -0.067
C: 4.52132 -2.60045 -3.66766  -0.041
N: 3.29713 0.72735 -0.93533  0.053
C: 2.17161 0.29564 -0.33294  0.047
C: 1.50693 1.03157 0.64297  -0.056
C: 0.31939 0.69348 1.27579  0.080
C: -0.25563 1.49003 2.31930  -0.160
C: -1.43273 1.05534 3.00803  0.041
C: -2.01313 1.80704 4.01175  0.046
C: -1.44814 3.05309 4.37663  -0.131
N: -2.04656 3.86932 5.37484  -0.310
O: -1.50615 4.97171 5.63516  0.060
O: -3.08186 3.46909 5.95346  0.081
C: -0.28459 3.51286 3.72870  0.016
C: 0.30317 2.74683 2.73629  0.007
C: 3.98488 1.99944 -0.64868  -0.459
C: 4.53926 2.09442 0.78231  0.013
C: 3.14259 3.24803 -0.96587  0.015
H: 6.81007 2.68451 -2.45602  0.102
H: 5.59352 3.90680 -1.98434  0.096
H: 6.57907 3.11345 -0.73660  0.095
H: 3.30065 -0.26199 -2.81892  0.170
H: 5.12248 -1.27156 -0.56567  0.130
H: 3.57480 -1.99514 -1.07046  0.124
H: 7.01886 -2.33596 -1.36790  0.114
H: 8.27725 -3.51138 -3.18338  0.106
H: 7.09421 -4.12961 -5.30082  0.104
H: 4.68326 -3.52953 -5.60727  0.108
H: 3.47172 -2.31897 -3.78795  0.116
H: 1.81497 -0.69047 -0.65743  0.165
H: 1.97804 1.96507 0.93729  0.052
H: -0.19384 -0.21985 0.96972  0.110
H: -1.86768 0.09646 2.71690  0.120
H: -2.90544 1.47379 4.53697  0.131
H: 0.13133 4.47321 4.02664  0.122
H: 1.21672 3.13386 2.27957  0.105
H: 5.26061 1.28533 0.96179  0.105
H: 5.04311 3.06266 0.90259  0.093
H: 3.74850 2.02669 1.53200  0.075
H: 2.87150 3.25735 -2.03043  0.110
H: 2.22625 3.28273 -0.37330  0.075
H: 3.73401 4.14390 -0.73367  0.093

Frontier orbital gap   0.079 Eh
Multiplicity   1
LUMO level   -3.1 eV
HOMO energy   -5.21 eV

***

No. 2
Molecular formula: C32H37N4O2
Method: DFT, ωB97M-V/def2-TZVPD

Last column: Löwdin charge in e.
Positions of all 75 atoms, in Å:
C: 3.89406 -2.82309 -2.02057  -0.015
N: 3.18196 -2.29729 -0.87889  -0.024
C: 3.88607 -2.01932 0.26738  -0.419
O: 5.07462 -2.26037 0.44962  0.093
C: 2.94941 -1.32421 1.22388  -0.160
C: 3.40803 0.11201 1.46391  -0.071
C: 3.55658 0.87065 0.16520  -0.224
C: 4.76181 0.81375 -0.54347  -0.034
C: 4.89815 1.47474 -1.76305  -0.061
C: 3.82656 2.21016 -2.28172  -0.076
C: 2.62651 2.29035 -1.56637  -0.075
C: 2.50395 1.64482 -0.33309  -0.048
N: 1.65775 -1.42316 0.53031  0.055
C: 0.57896 -0.77928 1.01182  -0.003
C: -0.55709 -0.48141 0.25993  -0.091
C: -1.81741 -0.43870 0.84441  -0.005
C: -3.07243 -0.62343 0.16451  -0.209
C: -4.25870 -0.97457 0.87122  -0.003
C: -5.43636 -1.25217 0.18612  -0.057
C: -5.48160 -1.15437 -1.21391  -0.047
C: -4.34053 -0.76055 -1.92141  -0.060
C: -3.15079 -0.48791 -1.24770  -0.023
C: 1.73164 -2.13906 -0.77006  -0.149
C: 0.94117 -3.50632 -0.90284  -0.522
C: 1.49278 -4.47932 0.13535  -0.022
C: 1.07632 -4.02488 -2.33177  -0.045
C: -0.55118 -3.34043 -0.67270  -0.055
H: 4.91902 -2.43163 -2.00776  0.105
H: 3.94626 -3.92178 -1.97070  0.096
H: 3.39868 -2.50987 -2.94597  0.103
H: 2.89488 -1.90892 2.15676  0.176
H: 2.69990 0.61054 2.13239  0.121
H: 4.38603 0.03871 1.95949  0.141
H: 5.59684 0.23785 -0.13443  0.121
H: 5.83935 1.40492 -2.31135  0.112
H: 3.93391 2.73041 -3.23453  0.108
H: 1.78145 2.85643 -1.96442  0.096
H: 1.58130 1.73602 0.24719  0.106
H: 0.63677 -0.49891 2.06858  0.163
H: -0.43376 -0.29392 -0.81170  0.117
H: -1.86292 -0.27916 1.92618  0.090
H: -4.21874 -1.03177 1.96201  0.121
H: -6.33137 -1.55154 0.73313  0.114
H: -6.40358 -1.37723 -1.75024  0.115
H: -4.37093 -0.66010 -3.00731  0.113
H: -2.27045 -0.14017 -1.79517  0.111
H: 1.38504 -1.46732 -1.58128  0.166
H: 1.36986 -4.07318 1.14581  0.089
H: 0.93380 -5.42204 0.08697  0.101
H: 2.55187 -4.70609 -0.02932  0.091
H: 0.81406 -3.23382 -3.04760  0.098
H: 2.07334 -4.40185 -2.57137  0.068
H: 0.37403 -4.85506 -2.49438  0.100
H: -0.98607 -2.60671 -1.36043  0.085
H: -1.04385 -4.30384 -0.87271  0.102
H: -0.79689 -3.05984 0.35329  0.083
C: -1.82792 4.24783 -1.70515  -0.057
O: -2.21123 5.14629 -0.63733  -0.088
C: -2.36520 4.62893 0.61012  -0.262
C: -2.14400 3.26058 0.90720  0.045
C: -2.33871 2.84026 2.22304  -0.228
C: -2.73869 3.76637 3.21206  -0.209
C: -2.96358 5.10785 2.94368  -0.006
C: -2.77200 5.54188 1.63303  0.011
N: -2.83787 3.03193 4.38797  0.104
C: -2.51048 1.72992 4.11042  -0.137
N: -2.20992 1.59977 2.82729  0.077
H: -1.78739 4.88687 -2.58757  0.096
H: -0.84012 3.80192 -1.51207  0.081
H: -2.57709 3.45341 -1.84193  0.092
H: -1.83322 2.53940 0.14599  0.092
H: -3.27897 5.76685 3.75315  0.119
H: -2.92932 6.58071 1.35556  0.120
H: -3.10638 3.40415 5.29386  0.163
H: -2.50596 0.95828 4.87344  0.126

Frontier orbital gap   0.223 Eh
Net charge   +1
Multiplicity   1
LUMO level   -4.3 eV
HOMO energy   -10.35 eV

***

No. 3
Molecular formula: C32H38BBr4N6O3RuS
Method: DFT, ωB97M-V/def2-TZVPD

Last column: Löwdin charge in e.
Positions of all 86 atoms, in Å:
Ru: 0.55188 0.76228 0.62600  1.362
C: -0.52754 3.20450 -3.91442  -0.070
C: -0.06384 2.24325 -2.82084  -0.360
C: 0.69776 1.05913 -3.43255  -0.063
C: -1.22524 1.76749 -1.99655  -0.281
C: -2.50484 1.36958 -2.41803  -0.010
C: -3.17215 1.04043 -1.25528  -0.081
N: -2.34167 1.23109 -0.21987  -0.037
N: -1.14880 1.69443 -0.66620  0.018
B: -2.65201 1.09704 1.29937  -0.516
N: -1.88627 2.18831 2.07322  -0.029
C: -2.38235 3.11774 2.90400  -0.063
C: -1.33372 3.85978 3.39954  -0.008
C: -0.18565 3.30807 2.80796  -0.271
N: -0.54081 2.29951 2.01240  0.022
C: 1.24719 3.69866 3.05109  -0.358
C: 2.05996 3.78710 1.75723  -0.057
C: 1.89135 2.72120 4.04482  -0.054
N: -2.17710 -0.28515 1.82926  -0.049
C: -2.92627 -1.31595 2.24328  -0.085
C: -2.08973 -2.28129 2.76283  -0.019
C: -0.79560 -1.73910 2.64307  -0.289
N: -0.86613 -0.52933 2.07611  0.042
C: 0.48486 -2.26719 3.22585  -0.366
C: 0.39564 -2.19645 4.75679  -0.056
C: 0.80357 -3.69020 2.77039  -0.060
H: 0.33330 3.66263 -4.40507  0.078
H: -1.15557 3.99874 -3.50665  0.083
H: -1.10288 2.67053 -4.67552  0.076
H: 0.61183 2.77135 -2.14372  0.131
H: 0.05578 0.52996 -4.14337  0.072
H: 1.01418 0.35856 -2.66386  0.041
H: 1.58681 1.41066 -3.96091  0.080
H: -2.88308 1.33104 -3.42740  0.107
H: -4.18645 0.70560 -1.09444  0.124
H: -3.83422 1.20526 1.48688  0.118
H: -3.44395 3.18721 3.08187  0.121
H: -1.37963 4.68531 4.09158  0.102
H: 1.22508 4.69048 3.50707  0.132
H: 1.99745 2.86145 1.18670  0.029
H: 3.11435 3.96248 1.97772  0.085
H: 1.69945 4.59295 1.11522  0.085
H: 1.89412 1.70995 3.63546  0.055
H: 1.34094 2.70400 4.98736  0.081
H: 2.92463 3.00889 4.25498  0.080
H: -4.00167 -1.29095 2.14530  0.122
H: -2.37088 -3.23099 3.19153  0.104
H: 1.28508 -1.60759 2.90316  0.090
H: -0.35986 -2.89186 5.13428  0.080
H: 0.12834 -1.18946 5.08290  0.084
H: 1.35888 -2.45734 5.20325  0.073
H: -0.04651 -4.35923 2.92860  0.082
H: 1.65134 -4.08152 3.33617  0.082
H: 1.07676 -3.71734 1.71349  0.057
Br: 7.70494 0.70707 -0.60284  0.740
C: 6.01398 0.51910 0.19452  -0.742
C: 5.91587 0.03440 1.54152  -0.743
Br: 7.47760 -0.32442 2.52265  0.741
C: 4.68830 -0.15013 2.12317  -0.644
Br: 4.47128 -0.80544 3.87472  0.789
C: 3.48530 0.14579 1.41711  -0.400
O: 2.34173 0.01626 1.91989  -0.145
C: 3.58522 0.65578 0.04217  -0.406
O: 2.52515 0.92924 -0.57147  -0.127
C: 4.88493 0.83152 -0.51781  -0.649
Br: 4.94159 1.51110 -2.27170  0.786
C: -2.89065 -3.12999 -6.57414  -0.048
C: -2.47140 -2.76261 -5.17478  -0.266
C: -1.16473 -2.36974 -4.89370  -0.026
C: -0.77043 -2.06799 -3.59884  -0.073
C: -1.69865 -2.15391 -2.57584  -0.397
C: -3.01668 -2.49711 -2.83301  -0.080
C: -3.39468 -2.80441 -4.13136  -0.037
S: -1.19286 -1.92687 -0.87470  0.946
C: -0.57074 -3.59933 -0.62782  -0.196
O: 0.03577 -1.05927 -0.92369  -0.585
H: -2.02651 -3.29898 -7.21489  0.076
H: -3.49535 -2.33839 -7.02214  0.085
H: -3.49441 -4.03797 -6.56803  0.081
H: -0.44208 -2.30180 -5.69935  0.117
H: 0.24294 -1.75369 -3.37385  0.107
H: -3.74115 -2.52317 -2.02454  0.113
H: -4.42330 -3.07592 -4.34289  0.117
H: 0.17072 -3.80800 -1.39755  0.069
H: -1.41012 -4.29319 -0.68975  0.069
H: -0.12772 -3.63359 0.36686  0.011

Frontier orbital gap (spin up / spin down)   0.291 / 0.233 Eh
Multiplicity   6
LUMO level (spin up / spin down)   0.4 / -1.7 eV
HOMO energy (spin up / spin down)   -7.56 / -8.04 eV

***

- Which value of multiplicity does entry 2 give?
  1